Below is a molecular structure, C31H103ClINO24, with properties calculated with ωB97M-V/def2-TZVPD.

Summary:
Charge = 0
E_HOMO = -0.2963 Ha
E_LUMO = 0.267 eV
Calculated total energy = -3860.72639 hartree
HOMO-LUMO gap = 8.33 eV

Last column: Löwdin charge in e.
CARTESIAN COORDINATES (ANGSTROEM)
N: 5.490 -2.704 -1.825  0.138
C: 4.189 -2.144 -1.737  -0.524
O: 4.049 -0.996 -1.924  0.114
C: 2.986 -3.018 -1.443  -0.082
C: 3.126 -4.500 -1.892  -0.097
C: 1.919 -5.027 -2.691  -0.287
C: 2.344 -5.981 -3.808  -0.123
O: 2.195 -5.356 -5.074  -0.098
C: 3.380 -4.836 -5.627  -0.214
C: 3.540 -3.332 -5.440  -0.150
C: 2.435 -2.509 -6.125  -0.252
C: 1.407 -2.036 -5.124  -0.577
Cl: 0.403 -0.686 -5.766  0.563
O: 1.025 -5.722 -1.807  -0.230
C: 0.054 -4.888 -1.273  -0.638
I: -0.229 -5.232 0.838  0.923
H: 5.594 -3.108 -2.753  0.097
H: 5.545 -3.500 -1.189  0.082
H: 2.108 -2.552 -1.856  0.104
H: 2.889 -3.011 -0.360  0.128
H: 3.258 -5.142 -1.032  0.131
H: 3.978 -4.564 -2.553  0.089
H: 1.369 -4.225 -3.167  0.129
H: 3.336 -6.386 -3.645  0.133
H: 1.628 -6.789 -3.761  0.111
H: 4.272 -5.313 -5.227  0.118
H: 3.390 -5.028 -6.696  0.124
H: 3.481 -3.129 -4.372  0.085
H: 4.507 -3.013 -5.809  0.118
H: 2.907 -1.602 -6.482  0.094
H: 1.986 -3.021 -6.964  0.107
H: 1.909 -1.661 -4.250  0.056
H: 0.715 -2.817 -4.859  0.061
H: 0.289 -3.840 -1.350  0.031
H: -0.905 -5.061 -1.733  0.059
C: -0.931 -4.491 5.398  -0.158
O: -0.055 -5.269 4.585  -0.149
H: -0.626 -4.599 6.438  0.076
H: -0.869 -3.444 5.105  0.051
H: -1.957 -4.845 5.284  0.068
H: -0.354 -5.150 3.675  -0.034
C: 1.048 -9.456 -1.594  -0.148
O: 0.701 -8.627 -2.697  -0.139
H: 1.002 -10.491 -1.923  0.075
H: 2.063 -9.236 -1.250  0.077
H: 0.347 -9.312 -0.768  0.077
H: 0.740 -7.714 -2.383  0.028
C: 1.439 1.460 -8.569  -0.171
O: 2.357 0.621 -9.265  -0.139
H: 1.730 1.483 -7.523  0.057
H: 1.463 2.476 -8.972  0.076
H: 0.426 1.058 -8.648  0.071
H: 2.093 0.602 -10.191  0.073
C: 4.459 -2.190 -9.556  -0.157
O: 3.462 -3.202 -9.440  -0.133
H: 5.427 -2.673 -9.665  0.077
H: 4.265 -1.569 -10.433  0.073
H: 4.466 -1.564 -8.660  0.067
H: 2.614 -2.756 -9.344  0.065
C: -3.815 -3.496 2.263  -0.148
O: -3.155 -4.574 2.918  -0.159
H: -3.113 -2.672 2.171  0.055
H: -4.140 -3.809 1.268  0.067
H: -4.678 -3.163 2.840  0.076
H: -3.785 -5.297 2.992  0.080
C: -1.786 -0.696 3.894  -0.134
O: -1.183 -1.942 3.544  -0.159
H: -2.862 -0.844 3.957  0.076
H: -1.416 -0.345 4.856  0.061
H: -1.571 0.053 3.128  0.080
H: -0.233 -1.795 3.484  0.082
C: -1.891 1.941 6.982  -0.133
O: -2.151 1.858 5.583  -0.138
H: -1.188 1.161 7.265  0.080
H: -1.448 2.915 7.195  0.068
H: -2.814 1.814 7.555  0.064
H: -2.771 2.571 5.394  0.076
C: -3.249 -2.760 -1.426  -0.133
O: -1.980 -2.809 -0.772  -0.180
H: -3.136 -3.203 -2.414  0.083
H: -3.991 -3.322 -0.862  0.054
H: -3.581 -1.725 -1.531  0.070
H: -2.090 -2.414 0.101  0.057
C: 2.323 1.337 0.783  -0.033
O: 2.515 1.839 -0.536  0.016
H: 1.468 1.849 1.217  0.114
H: 2.123 0.262 0.758  0.095
H: 3.205 1.528 1.401  0.109
H: 3.272 1.375 -0.912  0.138
C: -0.846 5.187 4.598  -0.141
O: -1.397 5.248 5.918  -0.142
H: -1.667 5.192 3.886  0.077
H: -0.188 6.024 4.389  0.047
H: -0.285 4.253 4.491  0.083
H: -0.655 5.236 6.535  0.029
C: 1.678 6.544 8.441  -0.139
O: 1.241 5.617 7.449  -0.134
H: 1.711 6.024 9.394  0.079
H: 2.677 6.916 8.201  0.078
H: 0.983 7.384 8.515  0.081
H: 1.223 6.089 6.607  0.073
C: 0.824 7.271 1.332  -0.134
O: 0.459 7.230 2.705  -0.155
H: 1.426 6.390 1.124  0.056
H: -0.069 7.253 0.702  0.078
H: 1.411 8.170 1.117  0.078
H: -0.086 8.004 2.889  0.055
C: -6.748 -0.764 -1.387  -0.132
O: -6.181 -1.897 -0.727  -0.142
H: -5.985 0.009 -1.434  0.059
H: -7.056 -1.029 -2.402  0.080
H: -7.610 -0.388 -0.827  0.081
H: -6.856 -2.582 -0.684  0.087
C: 8.260 -4.705 0.586  -0.153
O: 7.205 -5.438 -0.039  -0.140
H: 7.884 -3.713 0.823  0.076
H: 8.575 -5.198 1.508  0.076
H: 9.113 -4.610 -0.089  0.078
H: 7.545 -6.314 -0.246  0.073
C: -2.901 8.957 1.590  -0.135
O: -2.299 8.063 2.529  -0.135
H: -2.133 9.640 1.233  0.082
H: -3.307 8.400 0.743  0.081
H: -3.698 9.527 2.064  0.055
H: -2.985 7.462 2.837  0.082
C: -6.338 11.035 1.871  -0.154
O: -5.907 9.995 0.997  -0.138
H: -5.653 11.070 2.715  0.073
H: -6.323 12.000 1.359  0.077
H: -7.347 10.835 2.240  0.076
H: -6.518 9.971 0.253  0.077
C: -6.454 0.038 2.872  -0.143
O: -5.557 -0.743 2.089  -0.137
H: -6.162 -0.055 3.915  0.070
H: -6.405 1.091 2.582  0.078
H: -7.480 -0.323 2.757  0.077
H: -5.822 -0.660 1.166  0.040
C: -3.543 1.953 -2.401  -0.148
O: -4.181 1.687 -1.153  -0.142
H: -4.316 2.175 -3.133  0.077
H: -2.875 2.812 -2.315  0.079
H: -2.973 1.082 -2.735  0.073
H: -3.489 1.492 -0.512  0.076
C: 6.203 1.486 -2.978  -0.162
O: 6.820 0.429 -2.260  -0.136
H: 6.922 2.297 -3.069  0.077
H: 5.912 1.156 -3.980  0.077
H: 5.320 1.853 -2.447  0.060
H: 6.172 -0.284 -2.186  0.018
C: 3.156 4.325 0.051  -0.155
O: 1.963 3.599 -0.230  -0.169
H: 2.939 5.386 -0.031  0.054
H: 3.501 4.106 1.065  0.076
H: 3.936 4.063 -0.670  0.069
H: 2.161 2.657 -0.156  -0.340
C: -6.092 1.658 8.012  -0.157
O: -5.979 2.067 6.652  -0.131
H: -6.942 2.170 8.457  0.077
H: -6.257 0.579 8.066  0.078
H: -5.188 1.924 8.565  0.067
H: -5.224 1.605 6.272  0.056